Density functional theory data (wB97M-V/def2-TZVPD) for a 4-piece molecular cluster, C4H14NOS2 overall in a non-equilibrium geometry.

Values from the calculation:
**Orbital gap**: 4.40 eV
**Max |F|**: 3.4 eV Å⁻¹
**Relative energy (zero: lowest compared OMol25 entry of this formula, charge and spin)**: 250.6 kcal/mol
**Highest occupied orbital energy**: -13.3 eV
**Total energy**: -29566.505 eV
**LUMO**: -8.93 eV

The geometry in ORCA input format:
```
! RIJCOSX wB97M-V def2-TZVPD def2/J DEFGRID3
* xyz 1 1
N 0.02 -2.51 0.19
C -1.33 -1.79 0.28
C -1.32 -0.65 -0.71
C -1.57 -1.14 1.72
S -0.18 -0.05 2.13
S 0.84 1.53 -1.40
C 1.66 3.27 -1.71
H 0.54 -1.96 0.83
H -1.33 1.29 0.22
H 0.05 -3.44 0.61
H -2.12 -2.48 0.00
H -0.46 -0.69 -1.33
H -2.29 -0.56 -1.17
H -1.15 0.37 -0.15
H -1.67 -1.96 2.48
H -2.41 -0.54 1.95
H 1.70 3.93 -0.89
H 2.72 3.02 -1.89
H 1.41 3.68 -2.67
H 2.36 0.63 -0.16
H 2.02 0.12 1.22
O 2.50 -0.07 0.45
*
```

***

Density functional theory data (wB97M-V/def2-TZVPD) for a 2-piece molecular cluster, C7H14O overall in a non-equilibrium geometry.

Values from the calculation:
**Orbital gap**: 9.75 eV
**Max |F|**: 1.2 eV Å⁻¹
**Relative energy (zero: lowest compared OMol25 entry of this formula, charge and spin)**: 47.0 kcal/mol
**Highest occupied orbital energy**: -8.9 eV
**Total energy**: -9531.728 eV
**LUMO**: 0.83 eV
**SMILES string**: C=CC=C.CCCO

The geometry in ORCA input format:
```
! RIJCOSX wB97M-V def2-TZVPD def2/J DEFGRID3
* xyz 0 1
C -0.65 1.72 -1.20
C -0.26 0.62 -1.86
C 0.33 0.68 -3.20
C 1.01 -0.34 -3.71
H -0.80 2.68 -1.67
H -0.83 1.68 -0.14
H -0.42 -0.34 -1.38
H 0.33 1.61 -3.75
H 1.49 -0.29 -4.68
H 1.15 -1.29 -3.20
C -0.65 0.87 2.41
C -0.04 -0.49 2.72
C 0.15 -1.34 1.47
O 0.66 -2.60 1.83
H -1.64 0.82 1.93
H -0.70 1.50 3.29
H 0.01 1.38 1.70
H -0.65 -1.07 3.41
H 0.94 -0.35 3.16
H 0.80 -0.80 0.77
H -0.84 -1.46 1.00
H 0.60 -3.20 1.09
*
```

***

Density functional theory data (wB97M-V/def2-TZVPD) for the molecule C5H9NO.

Values from the calculation:
**Orbital gap (alpha / beta)**: 8.47 / 8.47 eV
**Max |F|**: 0.4 eV Å⁻¹
**Relative energy (zero: lowest compared OMol25 entry of this formula, charge and spin)**: 133.7 kcal/mol
**Highest occupied orbital energy (alpha / beta)**: -8.5 / -8.5 eV
**Total energy**: -8863.417 eV
**LUMO (alpha / beta)**: -0.02 / -0.02 eV
**SMILES string**: CC1(C)[C@@H]2O[C@]21N

The geometry in ORCA input format:
```
! RIJCOSX wB97M-V def2-TZVPD def2/J DEFGRID3
* xyz 0 1
C -0.77 0.43 1.22
C 0.17 0.05 0.09
C 1.64 0.28 0.44
C -0.03 -1.37 -0.62
O 0.31 -0.77 -1.90
C -0.22 0.35 -1.33
N -1.52 0.36 -1.62
H -1.79 0.06 1.03
H -0.42 -0.02 2.15
H -0.81 1.52 1.37
H 1.79 1.34 0.68
H 1.93 -0.31 1.32
H 2.28 0.03 -0.40
H 0.70 -2.15 -0.37
H -1.56 -0.80 -1.12
H -2.03 1.03 -1.04
*
```

***

Density functional theory data (wB97M-V/def2-TZVPD) for a 2-piece molecular cluster, C4H7NO2S overall in a non-equilibrium geometry.

Values from the calculation:
**Orbital gap (alpha / beta)**: 8.45 / 7.24 eV
**Max |F|**: 3.2 eV Å⁻¹
**Relative energy (zero: lowest compared OMol25 entry of this formula, charge and spin)**: 141.4 kcal/mol
**Highest occupied orbital energy (alpha / beta)**: -8.1 / -7.6 eV
**Total energy**: -20676.606 eV
**LUMO (alpha / beta)**: 0.33 / -0.35 eV

The geometry in ORCA input format:
```
! RIJCOSX wB97M-V def2-TZVPD def2/J DEFGRID3
* xyz 0 1
C -1.39 -0.56 3.63
C 1.29 0.21 0.41
C 0.10 1.04 -0.25
C -0.09 -0.16 0.63
N -0.13 0.92 -1.63
O -1.38 -0.01 4.70
O -0.81 -1.27 0.32
S -2.56 -1.63 2.96
H 1.83 -0.49 -0.30
H 1.94 0.75 1.12
H 0.02 2.07 0.09
H 0.39 0.10 -1.96
H -1.10 0.71 -1.82
H -0.20 -1.93 0.69
H -1.81 -1.78 1.88
*
```

***

Density functional theory data (wB97M-V/def2-TZVPD) for a 9-piece molecular cluster, C16H24ClN8O4 overall in a non-equilibrium geometry.

Values from the calculation:
**Orbital gap**: 10.23 eV
**Max |F|**: 1.4 eV Å⁻¹
**Relative energy (zero: lowest compared OMol25 entry of this formula, charge and spin)**: 0.0 kcal/mol
**Highest occupied orbital energy**: -8.2 eV
**Total energy**: -49607.785 eV
**LUMO**: 2.05 eV

The geometry in ORCA input format:
```
! RIJCOSX wB97M-V def2-TZVPD def2/J DEFGRID3
* xyz -1 1
Cl 0.26 -0.48 0.26
O 1.71 -0.37 0.27
O -0.29 0.60 1.06
O -0.20 -0.41 -1.11
O -0.15 -1.74 0.83
C -0.08 3.37 2.66
C 0.39 4.69 2.28
N 0.86 5.70 2.01
H 0.69 2.62 2.48
H -1.00 3.06 2.19
H -0.22 3.37 3.75
C 3.73 -1.21 -1.79
C 3.67 -2.46 -1.05
N 3.64 -3.46 -0.50
H 4.52 -1.29 -2.54
H 3.94 -0.38 -1.12
H 2.81 -1.04 -2.33
C 3.94 1.82 0.96
C 3.68 3.05 1.71
N 3.47 4.01 2.30
H 4.77 1.31 1.45
H 4.18 2.04 -0.08
H 3.08 1.15 0.99
C -2.12 -1.24 3.39
C -3.27 -1.93 3.96
N -4.16 -2.50 4.41
H -1.35 -1.96 3.15
H -1.68 -0.53 4.09
H -2.43 -0.76 2.47
C 0.64 -3.63 -2.98
C -0.35 -4.39 -2.23
N -1.08 -5.04 -1.65
H 1.43 -4.32 -3.27
H 0.94 -2.76 -2.39
H 0.20 -3.24 -3.89
C 0.95 2.71 -1.86
C 0.90 4.11 -1.43
N 0.87 5.21 -1.11
H 0.59 2.03 -1.09
H 1.99 2.42 -2.03
H 0.34 2.68 -2.76
C -3.12 -3.79 0.49
C -4.31 -3.51 -0.29
N -5.24 -3.30 -0.93
H -2.26 -3.32 0.02
H -2.93 -4.86 0.48
H -3.16 -3.42 1.51
C -2.67 1.86 -1.75
C -4.12 1.98 -1.80
N -5.26 2.06 -1.85
H -2.19 2.73 -2.20
H -2.40 0.99 -2.35
H -2.14 1.79 -0.80
*
```

***

Density functional theory data (wB97M-V/def2-TZVPD) for C41H62N4OScSi as an isolated structure in a non-equilibrium geometry.

Values from the calculation:
**Orbital gap**: 7.41 eV
**Max |F|**: 1.3 eV Å⁻¹
**Relative energy (zero: lowest compared OMol25 entry of this formula, charge and spin)**: 0.0 kcal/mol
**Highest occupied orbital energy**: -10.3 eV
**Total energy**: -80112.942 eV
**LUMO**: -2.93 eV

The geometry in ORCA input format:
```
! RIJCOSX wB97M-V def2-TZVPD def2/J DEFGRID3
* xyz 1 1
Sc -0.22 0.66 -0.22
C 4.03 2.45 1.55
C 4.07 1.01 2.05
C 5.04 0.20 1.19
C 2.68 0.38 2.19
C 1.53 1.16 2.17
C 0.28 0.64 2.55
C 0.15 -0.70 2.91
C -1.16 -1.24 3.43
C 1.29 -1.50 2.85
C 2.53 -0.97 2.51
H 5.04 2.83 1.42
H 3.52 3.13 2.24
H 3.52 2.50 0.58
H 4.47 1.03 3.07
H 4.68 0.16 0.16
H 5.18 -0.82 1.55
H 6.01 0.69 1.18
H 1.59 2.21 1.96
H -0.56 1.31 2.65
H -1.16 -1.21 4.52
H -1.31 -2.27 3.13
H -2.00 -0.64 3.09
H 1.21 -2.55 3.11
H 3.39 -1.62 2.54
C -4.80 -5.01 -0.21
C -3.74 -4.92 0.89
C -4.42 -4.82 2.26
C -2.89 -6.19 0.87
C -2.89 -3.67 0.65
C -1.54 -3.72 0.36
C -0.84 -2.54 0.16
N -1.40 -1.34 0.23
C -2.71 -1.27 0.49
C -3.47 -2.40 0.71
C -3.28 0.10 0.57
C -4.65 0.34 0.55
C -5.14 1.64 0.63
C -4.19 2.66 0.76
C -2.85 2.35 0.74
N -2.39 1.10 0.63
C -6.63 1.96 0.54
C -7.01 3.00 1.60
C -7.49 0.71 0.73
C -6.88 2.53 -0.87
H -5.40 -5.91 -0.07
H -4.33 -5.05 -1.20
H -5.47 -4.15 -0.19
H -5.02 -5.71 2.44
H -5.09 -3.96 2.33
H -3.69 -4.74 3.07
H -3.53 -7.06 1.07
H -2.10 -6.18 1.63
H -2.42 -6.35 -0.11
H -1.00 -4.66 0.28
H 0.21 -2.56 -0.08
H -4.52 -2.30 0.96
H -5.33 -0.49 0.45
H -4.49 3.69 0.84
H -2.09 3.12 0.80
H -6.72 2.68 2.60
H -8.09 3.15 1.58
H -6.55 3.97 1.40
H -7.29 0.23 1.69
H -7.35 -0.01 -0.07
H -8.54 1.01 0.72
H -6.30 3.44 -1.04
H -7.94 2.78 -0.98
H -6.62 1.81 -1.64
C -3.21 1.09 -2.76
C -1.79 0.88 -3.21
C -1.40 1.11 -4.51
C -0.05 0.96 -4.83
C 0.86 0.54 -3.89
C 0.39 0.22 -2.60
N -0.91 0.45 -2.28
N 1.15 -0.29 -1.56
Si 2.36 -1.48 -2.01
C 2.92 -2.51 -0.56
C 1.59 -2.66 -3.24
C 3.91 -0.75 -2.75
H -3.86 1.30 -3.60
H -3.27 1.93 -2.06
H -3.57 0.20 -2.24
H -2.13 1.43 -5.24
H 0.29 1.19 -5.84
H 1.91 0.45 -4.11
H 2.13 -2.96 0.04
H 3.58 -1.96 0.11
H 3.51 -3.34 -0.99
H 0.60 -2.99 -2.90
H 2.22 -3.55 -3.35
H 1.47 -2.22 -4.23
H 4.20 0.18 -2.26
H 3.80 -0.55 -3.82
H 4.73 -1.46 -2.64
C -0.74 3.91 -1.92
C 0.28 3.74 -0.80
C 0.10 4.83 0.26
C 1.69 3.79 -1.37
O 0.08 2.46 -0.18
H -0.73 4.94 -2.28
H -1.75 3.70 -1.55
H -0.53 3.25 -2.76
H 0.53 5.77 -0.08
H 0.61 4.53 1.18
H -0.95 5.00 0.48
H 1.79 4.64 -2.04
H 1.89 2.87 -1.94
H 2.43 3.88 -0.58
*
```

***

Density functional theory data (wB97M-V/def2-TZVPD) for C34H34N9O11PtS3 as an isolated structure in a non-equilibrium geometry.

Values from the calculation:
**Orbital gap**: 6.53 eV
**Max |F|**: 1.1 eV Å⁻¹
**Relative energy (zero: lowest compared OMol25 entry of this formula, charge and spin)**: 31.0 kcal/mol
**Highest occupied orbital energy**: -10.1 eV
**Total energy**: -107482.706 eV
**LUMO**: -3.57 eV

The geometry in ORCA input format:
```
! RIJCOSX wB97M-V def2-TZVPD def2/J DEFGRID3
* xyz 1 1
Pt -1.09 -0.14 0.27
C -2.21 -2.63 7.33
C -2.32 -2.70 5.84
C -2.58 -3.92 5.20
C -2.67 -4.00 3.82
C -2.52 -2.84 3.07
C -2.27 -1.62 3.68
C -2.16 -1.56 5.06
S -2.64 -2.93 1.32
O -3.80 -2.23 0.85
O -2.42 -4.30 0.94
N -1.35 -2.08 0.74
C -0.05 -2.42 0.97
C 0.50 -3.51 1.64
C 1.86 -3.51 1.80
C 2.64 -2.46 1.31
C 2.02 -1.43 0.64
N 0.69 -1.43 0.45
H -1.91 -3.58 7.76
H -3.18 -2.37 7.77
H -1.50 -1.87 7.64
H -2.69 -4.82 5.80
H -2.84 -4.95 3.33
H -2.15 -0.72 3.10
H -1.93 -0.61 5.52
H -0.13 -4.30 2.03
H 2.34 -4.33 2.32
H 3.71 -2.44 1.44
H 2.58 -0.60 0.25
O -0.80 1.19 3.92
C -0.61 1.34 2.74
O -0.16 0.35 1.98
C -0.67 2.67 2.05
C -0.71 3.77 2.89
C -0.70 5.04 2.36
C -0.62 5.25 1.01
C -0.55 4.15 0.17
C -0.65 2.81 0.64
O -0.83 1.84 -0.24
N -0.37 4.47 -1.24
O -0.90 5.46 -1.68
O 0.36 3.74 -1.91
N -0.75 6.20 3.26
O -0.67 7.30 2.75
O -0.86 5.99 4.44
H -0.75 3.60 3.95
H -0.59 6.25 0.60
C 2.48 0.02 -4.03
C 1.51 -0.53 -2.95
N 0.84 0.57 -2.26
C 0.07 1.34 -3.23
C 1.01 1.99 -4.28
N 2.41 1.52 -3.97
C 2.83 1.99 -2.61
C 1.82 1.41 -1.60
H 2.21 -0.28 -5.05
H 3.52 -0.26 -3.86
H 2.05 -1.14 -2.23
H 0.76 -1.16 -3.42
H -0.47 2.11 -2.70
H -0.65 0.68 -3.72
H 1.02 3.08 -4.20
H 0.79 1.70 -5.30
H 3.04 1.91 -4.67
H 2.81 3.08 -2.63
H 3.86 1.65 -2.47
H 1.30 2.23 -1.12
H 2.33 0.84 -0.83
N -7.61 -2.57 3.49
C -6.83 -1.61 2.94
C -5.85 -0.96 3.70
C -5.04 0.00 3.14
C -5.20 0.34 1.80
C -6.20 -0.27 1.03
C -7.00 -1.23 1.59
S -4.12 1.48 1.08
O -4.77 2.19 0.02
O -3.38 2.14 2.10
N -3.01 0.50 0.27
C -3.22 0.11 -1.01
S -4.38 0.35 -2.23
C -3.43 -0.67 -3.28
C -2.29 -1.08 -2.68
N -2.19 -0.62 -1.39
H -7.50 -2.85 4.44
H -8.32 -3.03 2.95
H -5.73 -1.22 4.75
H -4.30 0.51 3.73
H -6.35 0.03 0.00
H -7.77 -1.70 1.00
H -3.78 -0.93 -4.26
H -1.56 -1.74 -3.09
*
```

***

Density functional theory data (wB97M-V/def2-TZVPD) for a 2-piece molecular cluster, C9H14 overall in a non-equilibrium geometry.

Values from the calculation:
**Orbital gap (alpha / beta)**: 2.80 / 7.10 eV
**Max |F|**: 2.6 eV Å⁻¹
**Relative energy (zero: lowest compared OMol25 entry of this formula, charge and spin)**: 19.8 kcal/mol
**Highest occupied orbital energy (alpha / beta)**: 0.9 / -3.4 eV
**Total energy**: -9557.939 eV
**LUMO (alpha / beta)**: 3.74 / 3.67 eV

The geometry in ORCA input format:
```
! RIJCOSX wB97M-V def2-TZVPD def2/J DEFGRID3
* xyz -1 2
C -2.23 -0.32 -1.97
C 1.51 -1.89 -0.36
C 0.27 -2.23 0.27
C 1.44 -1.24 -1.56
C -0.91 -1.59 -0.17
C 0.21 -0.70 -2.12
C -0.95 -0.90 -1.38
H 2.53 -2.02 0.00
H 0.27 -2.68 1.25
H 2.38 -1.03 -2.07
H -1.84 -1.79 0.36
H 0.39 -0.07 -2.97
H -3.12 -0.95 -1.81
H -2.00 -0.28 -3.04
H -2.35 0.72 -1.66
C 1.15 1.68 1.92
C -0.10 2.43 2.45
H 1.16 1.98 0.87
H 2.04 2.16 2.31
H 1.13 0.61 2.11
H 0.05 2.79 3.48
H -0.99 1.92 2.12
H -0.03 3.43 1.98
*
```